2 unconnected molecules or ions with the total composition C6H16NS in a non-equilibrium geometry. Source: OMol25; level of theory: ωB97M-V/def2-TZVPD.

```
24
Properties=species:S:1:pos:R:3:forces:R:3:nbo_charge:R:1
S 2.095 -0.467 1.668 -1.9 2.4 -0.1 0.18
N -0.689 0.286 -2.490 -1.3 -2.5 -0.1 -0.72
C -1.335 -1.385 2.224 1.5 0.7 0.0 -0.58
C 0.375 0.051 1.294 1.9 -0.1 -1.2 0.13
C 1.757 0.529 -2.262 -1.7 -2.4 1.7 -0.67
C -0.250 1.346 1.620 -0.3 2.3 2.9 -0.75
C -0.570 -0.995 0.958 -1.1 -1.4 -1.5 -0.51
C 0.375 0.855 -1.682 2.6 3.5 -0.6 -0.21
H -1.542 0.662 -2.048 0.0 -0.9 -0.4 0.44
H -0.822 0.357 -3.516 0.6 1.0 0.1 0.42
H 1.670 -0.587 -2.251 0.9 0.4 -0.4 0.18
H -0.598 -0.787 -2.444 -0.7 1.7 0.6 0.43
H 0.238 1.997 -1.653 -0.3 -1.6 0.2 0.18
H -0.645 -2.007 2.814 -0.7 0.2 0.1 0.22
H -1.566 -0.462 2.729 -0.5 -0.2 0.6 0.20
H -1.273 -0.706 0.087 1.0 -0.2 1.6 0.21
H -0.857 1.332 2.628 1.5 -0.5 -1.2 0.27
H 2.154 0.851 -3.200 -0.4 0.6 -1.0 0.23
H 1.991 -1.784 1.650 -0.6 -0.5 -0.3 0.14
H -0.072 -1.921 0.668 0.1 0.2 -0.5 0.22
H -2.197 -1.880 1.896 -1.3 -1.0 0.1 0.23
H 0.380 2.260 1.799 -0.1 -1.2 -0.5 0.27
H 2.489 0.772 -1.528 0.6 0.2 0.7 0.24
H -1.108 1.683 1.040 0.4 -0.5 -0.9 0.26
```
Positions in Å, forces in eV/Å.

- Relative energy (zero: lowest compared OMol25 entry of this formula, charge and spin): 497.3 kJ/mol
- E_LUMO (alpha / beta): -4.174 / -5.111 eV
- Strongest force on any atom: 4.38 eV/Å
- Orbital gap (alpha / beta): 7.9 / 5.4 eV
- M: 134.268 g mol⁻¹
- Charge: +1
- Total energy: -690.72210 a.u.